1.
This record from the Open Molecules 2025 dataset describes a cluster of 8 separate species, C32H56N4O16P4 in total at a distorted geometry. The level of theory is ωB97M-V with the def2-TZVPD basis set.

```
112
Properties=species:S:1:pos:R:3:forces:R:3:mulliken_charge:R:1
C -5.490 4.864 -2.397 -0.1 -1.0 -0.8 -0.697
O -4.794 4.666 -1.179 0.8 -1.0 0.9 -0.362
P -4.199 3.208 -0.713 -1.6 2.2 1.1 1.025
O -3.783 2.372 -1.822 0.2 -0.8 -0.6 -0.658
O -3.094 3.637 0.343 -0.3 0.1 -0.3 -0.124
C -1.874 4.165 -0.180 0.3 -0.3 -0.4 -0.724
O -5.329 2.727 0.292 0.0 -0.8 -0.6 -0.369
C -5.718 1.323 0.438 -0.1 0.5 0.3 -0.431
H -6.582 4.749 -2.304 0.4 0.2 0.3 0.271
H -5.164 4.118 -3.136 0.0 0.2 0.1 0.274
H -5.248 5.845 -2.783 0.0 0.3 0.1 0.264
H -1.205 3.334 -0.402 -0.1 0.1 -0.1 0.122
H -1.415 4.803 0.555 0.0 0.2 0.4 0.353
H -2.062 4.757 -1.073 0.1 0.0 -0.1 0.421
H -6.743 1.179 0.067 0.5 0.2 0.0 0.309
H -5.645 1.084 1.484 -0.3 0.2 0.5 0.001
H -5.014 0.647 -0.004 0.3 -0.2 -0.8 0.289
C 2.659 -3.591 -0.423 -0.4 0.3 1.1 -0.010
O 1.954 -4.378 0.640 1.3 0.0 -0.6 0.084
P 2.417 -5.876 1.051 -1.1 1.7 0.3 0.739
O 2.267 -6.917 0.051 -0.1 -0.5 -0.8 -0.711
O 3.869 -5.686 1.612 0.9 0.1 0.3 -0.231
C 4.860 -6.651 1.236 -0.9 -1.3 -2.0 -0.958
O 1.592 -6.097 2.384 0.7 0.1 0.2 -0.332
C 0.213 -6.307 2.465 -1.3 -0.5 0.2 -0.286
H 2.426 -2.528 -0.306 -0.8 -0.4 0.2 -0.310
H 2.345 -3.939 -1.380 -0.3 -0.3 -0.7 0.410
H 3.737 -3.511 -0.369 0.3 -1.1 0.5 0.155
H 5.376 -6.344 0.304 -0.1 0.2 0.6 0.317
H 4.322 -7.587 0.946 0.6 0.5 0.4 0.417
H 5.571 -6.871 2.004 0.2 0.3 0.7 0.336
H -0.184 -6.014 3.426 0.5 0.3 0.5 0.336
H -0.133 -7.331 2.341 0.7 -0.5 -0.1 0.287
H -0.363 -5.759 1.760 -0.1 0.8 -0.8 -0.134
C 8.600 -0.453 0.336 -0.9 0.5 2.1 -0.697
O 7.204 -0.804 0.623 -0.5 -1.0 -1.9 -0.332
P 6.540 -1.886 -0.386 -0.2 -0.6 1.2 0.742
O 7.530 -2.559 -1.242 -0.4 0.4 0.0 -0.718
O 5.728 -2.866 0.610 1.0 0.3 -0.2 -0.171
C 6.516 -3.535 1.616 0.1 0.9 1.0 -0.675
O 5.287 -1.206 -1.085 0.5 -0.8 1.2 0.106
C 5.229 -1.112 -2.493 -0.6 0.6 -0.5 -0.894
H 8.895 -0.383 -0.705 -0.3 0.0 0.0 0.316
H 9.172 -1.172 0.905 0.5 -0.2 -0.4 0.289
H 8.625 0.475 0.916 0.7 0.2 -0.7 0.255
H 6.051 -4.445 1.908 -0.7 -0.7 -0.2 0.175
H 6.506 -2.924 2.541 0.3 -0.1 -0.6 0.266
H 7.537 -3.786 1.320 -0.1 0.4 -0.3 0.337
H 5.960 -1.723 -2.973 0.9 -0.1 -0.2 0.510
H 5.352 -0.046 -2.657 0.0 0.0 -0.9 0.265
H 4.273 -1.481 -2.869 -0.2 0.3 0.4 0.238
C -3.258 3.332 3.666 -1.6 -0.3 0.3 -0.216
O -2.780 2.090 4.258 0.7 0.8 -0.3 -0.300
P -3.273 0.724 3.687 -0.2 -1.9 1.0 0.135
O -2.985 0.393 2.291 -0.2 0.3 0.0 0.294
O -2.648 -0.334 4.752 -0.5 1.3 -0.3 -0.396
C -1.856 -1.444 4.331 -0.3 0.0 -0.7 -0.268
O -4.835 0.711 4.025 0.2 -0.1 -0.6 -0.286
C -5.362 0.936 5.319 -0.2 1.3 0.7 -0.838
H -4.360 3.345 3.834 0.6 0.0 -0.5 0.285
H -3.031 3.510 2.600 0.1 -0.6 0.6 -0.117
H -2.896 4.114 4.298 0.6 0.4 0.2 0.334
H -1.372 -1.194 3.397 0.1 -0.2 -0.3 -0.059
H -2.485 -2.325 4.193 0.0 0.1 0.0 0.267
H -1.096 -1.665 5.056 0.2 0.1 0.6 0.310
H -5.514 0.033 5.867 -0.2 -0.9 0.0 0.282
H -6.298 1.518 5.261 0.3 -0.5 -0.3 0.300
H -4.712 1.538 5.957 0.4 0.1 -0.3 0.341
C -0.187 0.388 0.717 0.3 -0.6 -0.6 -0.232
C -0.787 0.605 -0.499 -0.1 -0.2 -1.6 0.150
C -0.015 0.529 -1.678 -0.2 0.3 0.9 -1.011
N 1.311 0.317 -1.662 -0.9 0.1 0.1 -0.494
C 1.840 0.086 -0.463 0.4 -0.2 0.5 -0.848
C 1.152 0.048 0.750 0.3 0.2 -0.1 -0.310
H -0.815 0.341 1.552 -0.6 0.1 1.3 0.446
H -1.869 0.719 -0.600 0.3 0.2 0.2 0.634
H -0.522 0.671 -2.629 0.3 0.0 -0.1 0.375
H 2.900 -0.109 -0.438 0.3 -0.1 -0.2 0.702
H 1.652 -0.255 1.681 -0.2 0.3 -0.5 0.411
C 1.396 5.066 -0.226 2.0 0.3 1.4 -0.407
C 1.265 4.073 -1.140 -1.4 -1.1 -1.5 -0.160
C 0.674 4.449 -2.379 1.0 -0.3 0.5 -0.023
N 0.404 5.706 -2.707 -0.7 -1.3 -1.4 -0.411
C 0.558 6.631 -1.801 -0.5 0.9 0.0 -0.333
C 1.060 6.357 -0.575 -0.3 0.8 1.6 -0.360
H 1.964 4.889 0.710 -0.9 0.0 -0.4 0.354
H 1.425 3.004 -0.910 0.2 0.8 -0.2 0.353
H 0.476 3.708 -3.145 0.0 -0.1 0.0 0.328
H 0.179 7.624 -2.029 0.3 0.0 -0.2 0.342
H 1.044 7.167 0.144 0.4 -0.1 0.2 0.381
C -1.668 -4.845 -0.230 0.6 -0.5 -0.2 -0.771
C -1.478 -3.515 0.072 2.5 -1.3 -1.1 0.026
C -2.452 -2.759 0.601 -0.1 1.9 0.0 -0.418
N -3.667 -3.207 0.759 -1.8 -1.9 0.2 -0.406
C -3.899 -4.512 0.432 1.9 1.3 0.3 -0.586
C -2.905 -5.377 -0.046 -1.6 0.1 0.5 -0.234
H -0.848 -5.487 -0.556 -0.1 0.4 -0.1 0.537
H -0.492 -3.170 -0.165 0.4 0.7 0.3 0.335
H -2.249 -1.712 0.848 -0.3 -0.3 0.1 0.643
H -4.853 -4.867 0.671 -1.4 -0.4 0.1 0.432
H -3.122 -6.425 -0.216 0.0 0.1 -0.1 0.415
C -1.623 4.363 -5.034 -0.4 0.7 -0.2 -0.258
C -2.187 3.226 -4.570 -0.6 -1.0 1.0 0.178
C -1.646 2.020 -4.967 -0.1 -1.2 -0.5 -0.378
N -0.618 1.831 -5.813 -0.3 1.3 0.7 -0.688
C -0.096 2.997 -6.259 -0.5 -1.1 0.0 -0.382
C -0.617 4.224 -5.950 1.0 1.7 -0.2 -0.279
H -1.934 5.344 -4.718 -0.2 0.2 0.0 0.358
H -2.992 3.167 -3.842 0.1 0.3 -0.1 0.174
H -2.140 1.138 -4.570 0.2 -0.2 -0.1 0.553
H 0.765 2.930 -6.882 0.5 -0.2 -0.5 0.394
H -0.194 5.160 -6.324 0.2 -0.5 -0.1 0.316
```
Positions in Å, forces in eV/Å.

Output
net charge: 0
LUMO: 0.53 eV



2.
This record from the Open Molecules 2025 dataset describes a structure of composition C32H57BIrN5OP2S4. The level of theory is ωB97M-V with the def2-TZVPD basis set.

```
103
Properties=species:S:1:pos:R:3:forces:R:3:mulliken_charge:R:1
Ir -1.606 -0.551 -0.303 -0.1 0.5 -0.6 0.956
C -5.046 0.824 2.838 0.0 -0.1 0.0 -1.687
C -4.446 0.095 1.630 0.0 0.0 0.0 2.021
C -4.868 -1.381 1.679 0.0 0.0 0.1 -1.745
C -5.028 0.721 0.352 0.0 0.0 0.0 -1.650
P -2.581 0.258 1.560 0.1 -0.1 0.2 0.706
C -2.338 2.119 1.492 0.0 -0.1 0.0 -1.641
N -1.191 2.335 0.649 -0.1 0.1 0.0 0.323
B -0.497 1.273 -0.019 0.2 -0.7 0.3 0.379
N 0.751 1.862 -0.459 0.0 0.0 0.0 0.692
C 1.952 1.127 -0.840 -0.1 0.0 -0.1 0.183
P 2.611 0.043 0.547 0.0 0.1 0.0 0.455
C 3.831 1.153 1.473 0.0 0.0 0.0 2.194
C 2.969 1.942 2.473 0.0 0.0 0.0 -1.650
C 4.648 2.142 0.642 0.0 -0.1 0.0 -1.692
C 4.787 0.289 2.301 0.0 0.0 0.0 -2.130
C 3.568 -1.249 -0.442 0.0 0.0 0.0 2.568
C 2.589 -1.801 -1.487 0.0 0.0 -0.1 -2.425
C 3.888 -2.414 0.507 0.0 0.0 0.0 -1.940
C 4.836 -0.793 -1.161 0.0 0.0 0.0 -2.114
C 0.744 3.212 -0.112 0.1 0.0 0.0 0.537
C 1.652 4.227 -0.373 0.0 -0.1 0.0 -0.563
C 1.386 5.500 0.119 0.0 0.0 0.0 -0.943
C 0.231 5.766 0.848 0.0 0.0 0.0 -0.817
C -0.704 4.767 1.086 0.0 -0.1 0.0 -0.791
C -0.443 3.498 0.595 0.0 0.1 -0.1 0.181
C -1.804 -0.242 3.210 0.0 0.0 0.0 2.466
C -2.218 0.574 4.446 -0.1 0.0 0.0 -1.768
C -0.291 -0.072 3.025 0.0 0.0 0.0 -1.991
C -2.101 -1.716 3.516 -0.1 -0.1 0.0 -1.547
H -6.133 0.843 2.729 0.0 0.0 0.0 0.528
H -4.706 1.857 2.927 0.0 0.0 0.0 0.241
H -4.822 0.301 3.765 0.0 0.1 0.0 0.270
H -5.927 -1.448 1.417 0.0 0.0 0.0 0.560
H -4.752 -1.799 2.677 0.0 0.0 0.0 0.325
H -4.312 -1.996 0.974 -0.1 0.1 0.1 0.324
H -6.115 0.617 0.390 0.0 0.0 0.0 0.620
H -4.682 0.206 -0.542 0.0 0.0 0.0 0.180
H -4.812 1.785 0.256 0.0 0.0 0.0 0.306
H -2.146 2.535 2.479 0.0 0.0 0.2 0.448
H -3.239 2.602 1.112 0.0 0.0 0.0 0.505
H 2.694 1.804 -1.265 0.0 0.0 0.0 0.505
H 1.662 0.420 -1.618 0.0 0.1 0.0 -1.279
H 2.200 2.538 1.981 -0.1 0.0 -0.1 0.181
H 3.604 2.628 3.042 0.0 0.0 0.0 0.534
H 2.479 1.266 3.174 0.0 0.0 0.0 0.271
H 4.016 2.900 0.188 -0.1 0.1 0.0 0.189
H 5.225 1.656 -0.142 0.0 0.0 0.0 0.183
H 5.352 2.665 1.297 0.0 0.0 0.0 0.579
H 4.253 -0.479 2.864 0.0 0.0 0.0 0.430
H 5.306 0.929 3.020 0.0 0.0 0.0 0.522
H 5.546 -0.194 1.685 0.0 0.0 0.0 0.314
H 1.588 -1.950 -1.072 0.0 0.0 0.0 0.081
H 2.963 -2.766 -1.839 0.0 0.0 0.0 0.761
H 2.511 -1.148 -2.358 0.0 0.0 0.0 0.241
H 2.974 -2.792 0.969 0.0 0.0 0.0 0.270
H 4.582 -2.145 1.298 0.0 0.0 0.0 0.414
H 4.339 -3.230 -0.066 0.0 0.0 0.0 0.531
H 4.644 0.059 -1.818 0.0 0.0 0.0 0.316
H 5.216 -1.611 -1.782 0.0 0.0 0.0 0.459
H 5.629 -0.518 -0.466 0.0 0.0 0.0 0.435
H 2.548 4.046 -0.951 0.0 0.0 0.0 0.465
H 2.090 6.298 -0.074 0.0 0.0 0.0 0.422
H 0.053 6.765 1.223 0.0 0.0 0.0 0.398
H -1.618 4.974 1.630 0.0 0.0 0.0 0.505
H -2.211 1.651 4.305 0.0 0.1 -0.1 0.239
H -1.498 0.359 5.239 0.0 0.0 0.0 0.498
H -3.198 0.291 4.823 0.0 0.0 0.0 0.438
H -0.021 0.966 2.817 0.0 0.0 0.0 0.207
H 0.098 -0.681 2.213 0.0 0.0 0.0 -0.080
H 0.205 -0.368 3.953 0.0 0.0 0.0 0.772
H -3.134 -1.864 3.828 0.0 0.0 0.0 0.331
H -1.464 -2.028 4.348 0.0 0.0 0.0 0.523
H -1.883 -2.362 2.665 -0.1 0.1 0.2 0.073
O -3.569 -7.213 -0.294 0.1 -0.1 -0.2 -0.561
C -3.222 -6.068 -0.344 -0.2 0.1 0.3 0.498
S -1.817 -5.426 0.549 0.1 0.0 -0.1 -0.165
C -2.019 -3.772 0.030 -0.2 0.2 -0.1 0.494
C -3.064 -3.480 -0.753 0.1 0.1 0.1 -0.075
S -3.314 -1.847 -1.322 -0.2 -0.4 -0.2 -0.723
S -4.127 -4.792 -1.195 0.1 0.0 -0.1 -0.219
S -0.851 -2.536 0.482 0.4 -0.1 0.0 -0.816
C -0.502 -3.223 -2.966 0.0 0.0 0.0 -0.781
N 0.148 -2.173 -3.727 0.0 0.1 0.0 0.468
C 1.243 -2.606 -4.572 0.0 0.0 0.0 -1.338
C -0.146 -0.868 -3.501 0.0 -0.2 -0.1 -0.335
N -0.722 -0.455 -2.412 -0.1 0.3 0.2 -0.093
N 0.225 0.016 -4.512 0.0 -0.1 0.1 0.232
C 0.208 1.438 -4.225 0.0 0.0 0.0 -1.147
C -0.181 -0.288 -5.881 0.0 0.0 0.0 -1.255
H -0.720 -4.058 -3.634 0.0 0.0 0.0 0.457
H -1.433 -2.846 -2.555 0.0 0.0 0.0 -0.009
H 0.130 -3.578 -2.148 0.0 0.0 0.0 0.276
H 1.881 -3.290 -4.008 0.0 0.0 0.0 0.458
H 1.843 -1.758 -4.889 0.0 0.0 0.0 0.400
H 0.881 -3.138 -5.457 0.0 0.0 0.0 0.334
H -1.019 0.504 -2.551 0.1 0.1 -0.1 0.198
H 0.665 1.645 -3.258 0.0 0.0 0.0 0.176
H -0.809 1.856 -4.233 0.0 0.0 0.0 0.422
H 0.783 1.951 -4.994 0.0 0.0 0.0 0.366
H -0.490 -1.324 -5.967 0.0 0.0 0.0 0.428
H 0.639 -0.103 -6.578 0.0 0.0 0.0 0.313
H -1.029 0.341 -6.171 0.0 0.0 0.0 0.390
```
Positions in Å, forces in eV/Å.

Output
energy relative to the best compared isomer or geometry (same formula, charge and spin): 10.7 kcal/mol
net charge: 0
LUMO: -1.03 eV



3.
This record from the Open Molecules 2025 dataset describes a cluster of 3 separate species, C32H57IN2O6Si in total at a distorted geometry. The level of theory is ωB97M-V with the def2-TZVPD basis set.

```
99
Properties=species:S:1:pos:R:3:forces:R:3:mulliken_charge:R:1
C 2.109 -4.185 -0.700 -0.8 0.0 -1.0 -1.012
Si 2.787 -2.351 -0.507 -0.1 -1.2 0.2 0.274
C 4.069 -2.428 0.942 0.3 -0.8 1.2 -1.011
C 1.243 -1.256 -0.159 -0.2 0.4 0.7 -0.131
C 1.525 0.358 -0.120 -1.6 0.2 0.7 0.363
C 0.233 1.025 0.707 0.2 1.0 -1.0 -0.706
C -0.877 1.607 -0.398 0.9 0.4 -0.2 -0.237
C -1.350 0.488 -1.499 0.7 -0.2 -0.2 0.449
C -2.600 0.955 -2.464 0.7 1.2 1.0 -0.695
C -3.935 1.195 -1.545 -0.8 0.7 -0.3 -0.283
C -5.091 0.041 -1.669 -0.7 0.7 -1.1 -0.998
C -4.549 -1.479 -1.926 -1.6 -0.7 -0.6 0.435
C -5.852 -2.326 -2.547 -6.8 -5.3 -2.2 -0.128
N -6.876 -3.055 -2.932 9.7 7.0 3.6 -0.494
C -4.072 -2.306 -0.601 0.5 -2.7 -1.6 -0.352
I -3.968 -1.176 1.260 0.3 -0.7 -0.9 0.121
C -2.643 -3.076 -1.007 7.4 -2.8 -3.0 0.131
N -1.519 -3.593 -1.449 -10.6 4.9 4.2 -0.499
C 3.723 -1.957 -2.141 3.2 0.7 -4.9 0.474
C 4.673 -3.179 -2.771 0.1 3.8 -2.2 -0.370
C 5.536 -2.912 -4.175 -1.9 2.4 1.2 -0.348
C 5.498 -1.498 -5.025 -2.6 -0.5 4.3 -0.436
C 4.561 -0.284 -4.379 0.6 -3.7 1.3 -0.294
C 3.716 -0.540 -2.964 2.2 -2.4 -1.8 0.018
H 1.293 -4.442 0.108 1.8 0.4 -1.4 0.292
H 2.987 -4.958 -0.734 -1.8 1.3 0.1 0.263
H 1.528 -4.173 -1.743 1.3 -0.3 2.2 0.263
H 4.044 -1.503 1.663 0.4 -1.7 -1.5 0.299
H 5.142 -2.679 0.523 -2.1 0.8 1.0 0.293
H 3.754 -3.375 1.598 0.6 2.0 -1.3 0.282
H 0.399 -1.599 -0.892 1.5 0.9 1.3 -0.242
H 0.863 -1.551 0.934 0.8 0.5 -2.3 0.257
H 1.478 0.867 -1.197 0.5 -1.2 2.3 -0.441
H 2.531 0.635 0.458 -2.1 -0.7 -1.5 0.288
H -0.244 0.264 1.459 0.9 1.4 -1.5 0.306
H 0.621 1.963 1.297 -0.9 -1.8 -1.0 0.297
H -1.748 2.149 0.166 1.5 -1.2 -1.1 0.374
H -0.305 2.454 -1.010 -1.2 -1.6 1.3 -0.150
H -1.552 -0.509 -0.912 0.1 1.8 -1.3 -0.452
H -0.404 0.288 -2.197 -2.1 0.3 1.5 0.221
H -2.756 0.262 -3.396 0.2 1.2 2.0 0.337
H -2.292 2.023 -2.898 -0.6 -2.3 0.9 0.280
H -4.432 2.206 -1.940 0.9 -2.3 0.9 0.332
H -3.711 1.391 -0.402 -0.1 -0.5 -2.5 0.103
H -5.869 0.117 -0.767 1.9 -0.5 -1.9 0.235
H -5.737 0.329 -2.631 1.4 -0.8 2.0 0.420
H -3.706 -1.587 -2.733 -1.8 0.5 1.6 0.348
H -4.842 -3.200 -0.418 1.8 2.1 -0.3 0.626
H 4.747 -4.224 -2.200 -0.1 2.6 -1.5 0.105
H 6.216 -3.772 -4.590 -1.5 1.8 0.9 0.255
H 6.114 -1.367 -6.039 -1.6 -0.3 2.6 0.267
H 4.531 0.750 -4.972 -0.1 -2.5 1.7 0.261
H 3.102 0.372 -2.564 1.3 -2.0 -0.8 0.001
C 3.118 3.979 -0.996 0.2 0.0 -0.4 -0.568
O 3.160 4.086 -2.410 -0.2 0.3 0.2 -0.214
C 1.859 4.220 -2.986 0.6 0.1 -0.1 -0.287
C 1.933 4.968 -4.316 -0.3 0.2 0.2 -0.537
O 2.085 6.385 -4.162 0.4 -0.3 0.1 -0.481
C 3.377 6.833 -3.726 -0.1 0.1 -0.4 -0.288
C 4.452 6.721 -4.811 0.0 -0.5 0.5 -0.583
O 4.894 5.368 -4.936 -0.2 0.1 -0.3 -0.226
C 5.377 5.076 -6.237 -0.1 -0.1 0.4 -0.778
H 2.596 3.067 -0.696 -0.1 0.0 0.2 -0.022
H 4.146 3.941 -0.625 -0.1 -0.1 -0.2 0.285
H 2.632 4.858 -0.560 -0.1 0.0 0.1 0.407
H 1.188 4.761 -2.304 0.1 0.0 -0.1 0.354
H 1.464 3.212 -3.146 -0.3 -0.1 -0.1 0.255
H 0.974 4.834 -4.830 0.1 0.1 0.2 0.406
H 2.700 4.557 -4.974 0.2 -0.1 0.2 0.175
H 3.675 6.338 -2.802 0.1 -0.2 -0.2 0.086
H 3.250 7.895 -3.488 -0.1 -0.1 -0.1 0.396
H 5.321 7.325 -4.532 -0.1 0.2 0.0 0.412
H 4.048 7.087 -5.762 0.0 0.0 0.0 0.357
H 4.596 5.254 -6.983 0.1 0.1 -0.1 0.346
H 5.647 4.017 -6.273 0.0 0.2 0.1 0.205
H 6.262 5.678 -6.460 0.0 0.0 -0.2 0.325
C -4.296 -4.164 9.825 -0.2 0.2 -0.4 -0.781
O -4.360 -3.231 8.758 0.4 -0.1 0.1 -0.261
C -3.465 -2.132 8.939 -0.3 -0.2 -0.4 -0.591
C -3.057 -1.542 7.590 0.3 -0.1 0.2 -0.300
O -2.067 -2.322 6.905 -0.5 -0.2 0.0 -0.470
C -2.527 -3.556 6.336 0.2 0.3 -0.3 -0.393
C -3.398 -3.359 5.092 -0.3 -0.2 0.6 -0.408
O -4.720 -2.968 5.466 0.1 0.4 -0.2 -0.289
C -5.362 -2.204 4.458 -0.1 -0.4 0.5 -0.689
H -4.625 -3.700 10.758 0.1 -0.1 0.1 0.327
H -4.959 -5.001 9.588 0.0 0.2 0.0 0.230
H -3.279 -4.555 9.930 0.0 0.0 0.1 0.337
H -2.564 -2.453 9.480 -0.1 0.0 -0.1 0.353
H -3.987 -1.377 9.534 0.1 0.2 0.1 0.413
H -2.581 -0.572 7.778 0.1 -0.2 0.0 0.401
H -3.919 -1.347 6.951 -0.1 -0.2 0.1 0.102
H -3.018 -4.177 7.085 -0.2 0.1 -0.1 0.146
H -1.620 -4.089 6.030 0.0 0.2 0.0 0.406
H -3.479 -4.305 4.546 0.2 0.0 -0.1 0.416
H -2.938 -2.605 4.443 0.0 0.0 0.0 0.218
H -4.784 -1.301 4.236 0.1 0.0 -0.1 0.184
H -6.343 -1.898 4.833 0.1 -0.1 0.0 0.269
H -5.496 -2.802 3.553 0.0 0.1 -0.1 0.367
```
Positions in Å, forces in eV/Å.

Output
net charge: 0
LUMO: -0.91 eV



Which of these has the lowest LUMO? C32H57BIrN5OP2S4